This record from OMol25 describes a molecular structure, C32H80B4F16HfO8 in a non-equilibrium geometry. The level of theory is wB97M-V/def2-TZVPD.

Its multiplicity is 1. The HOMO-LUMO gap is 9.21 eV. As for the net charge: 0. The calculation puts the largest force on an atom at 0.104 Eh/bohr. For the energy relative to the best compared isomer or geometry (same formula, charge and spin), the calculation gives 0.0 kJ/mol.

Geometry as XYZ:
```
141
Properties=species:S:1:pos:R:3:mulliken_charge:R:1
Hf 0.0199 1.5576 1.0542 1.68
B 1.1189 2.4244 -1.4256 0.21
F -0.0224 3.0490 -0.6941 -0.53
F 2.1783 3.3479 -1.3251 -0.27
F 1.3473 1.2173 -0.5167 -0.49
F 0.7503 1.9263 -2.5805 -0.23
B -4.2222 -2.2503 -1.3988 0.50
F -1.3152 2.8735 1.3300 -0.58
F -5.3388 -2.7996 -0.9298 -0.22
F -3.3803 -1.4477 -0.7584 -0.07
F -3.7976 -2.6285 -2.5882 -0.19
B 1.1183 -1.3938 1.9820 -0.09
F -0.2193 -1.7012 1.9685 -0.33
F 1.0987 0.0902 1.9300 2.33
F 1.9027 -1.8334 0.9625 -0.25
F -1.1638 0.3538 0.4163 -0.26
B 0.9485 3.3421 3.3768 0.72
F 1.4035 3.3413 1.8470 -0.73
F 0.0717 2.0064 3.1926 -0.83
F 1.9784 2.9587 4.1437 -0.24
F 0.1899 4.4177 3.7278 -0.27
C -0.1251 -5.0507 -3.8800 -1.35
C -0.8937 -5.1448 -2.5716 0.17
O 0.1298 -5.5369 -1.6456 -0.34
C -0.5011 -5.7706 -0.3990 -0.27
C 0.4710 -5.6391 0.7083 -0.73
H 0.5737 -4.2119 -3.8943 0.33
H 0.4765 -5.9089 -4.0251 0.38
H -0.7774 -4.9138 -4.7379 0.31
H -1.3346 -4.1371 -2.2355 0.11
H -1.6670 -5.9366 -2.6135 0.26
H -1.3060 -5.0457 -0.1359 0.19
H -1.0418 -6.7086 -0.3612 0.36
H 0.7075 -4.5610 0.9391 -0.20
H 1.4678 -6.1602 0.4655 0.27
H 0.0932 -5.9150 1.6927 0.42
C -3.4525 1.8265 -8.4322 -1.14
C -3.1254 2.0006 -6.9587 -0.10
O -2.9066 3.3568 -6.7085 -0.32
C -2.6813 3.6316 -5.3272 -0.03
C -2.6415 5.1412 -5.1211 -1.27
H -2.7130 2.2903 -8.9726 0.37
H -3.4015 0.7088 -8.7053 0.26
H -4.4105 2.3194 -8.6975 0.30
H -3.9464 1.5955 -6.2852 0.26
H -2.2104 1.3827 -6.7194 0.20
H -3.4799 3.1902 -4.7062 0.27
H -1.6924 3.2177 -5.0285 0.16
H -2.6849 5.4187 -4.0820 0.38
H -3.4429 5.6821 -5.6142 0.33
H -1.6960 5.4978 -5.5030 0.32
C 1.3576 1.1948 6.6833 -0.52
C -0.0385 1.7010 6.9195 -0.40
O -0.3044 2.6555 5.9332 -0.19
C -1.5351 3.3031 6.0130 -0.34
C -2.7985 2.3870 6.0108 -1.23
H 2.1226 1.9873 6.6823 0.32
H 1.6885 0.4334 7.3802 0.47
H 1.5304 0.8634 5.6648 -0.49
H -0.6816 0.8419 6.7809 0.24
H -0.1894 2.1246 7.9067 0.39
H -1.5211 3.7856 6.9262 0.52
H -1.5660 3.9186 5.1180 0.20
H -2.6531 1.6207 5.2880 0.30
H -3.6980 2.9348 5.6775 0.39
H -2.9779 1.9176 6.9741 0.34
C 0.5760 -3.1616 4.9792 -1.31
C 1.5269 -3.1406 3.7303 0.40
O 1.7303 -1.7424 3.2953 -0.05
C 2.8769 -1.1130 4.1077 -0.01
C 3.7291 -0.0152 3.4404 -0.52
H 1.0233 -2.4435 5.6458 0.31
H -0.3707 -2.7964 4.6580 0.35
H 0.2890 -4.0911 5.5231 0.41
H 2.4404 -3.6706 4.0390 0.53
H 1.0652 -3.6822 2.9262 -0.35
H 2.4343 -0.7163 5.0196 0.04
H 3.5431 -1.9497 4.2446 0.45
H 3.1599 0.8757 3.0598 -0.32
H 4.3280 -0.4095 2.5925 -0.29
H 4.3108 0.4316 4.2268 0.62
C -3.6594 -3.1281 6.7588 -0.99
C -4.5592 -3.8253 5.7225 -0.30
O -5.2252 -2.9242 4.8990 -0.27
C -5.8558 -3.5591 3.8132 -0.33
C -6.1912 -2.5487 2.6822 -0.96
H -4.3649 -2.7368 7.5505 0.31
H -2.8532 -3.7976 7.0627 0.32
H -3.1697 -2.2935 6.2475 0.20
H -3.8770 -4.3918 5.0955 0.30
H -5.3041 -4.5201 6.1242 0.31
H -5.1879 -4.3827 3.4377 0.29
H -6.7709 -4.0672 4.2284 0.28
H -6.8882 -1.7670 2.9868 0.32
H -6.6731 -3.1412 1.8851 0.34
H -5.2441 -2.2004 2.2444 0.18
C 1.7758 -1.5887 -9.7081 -1.27
C 0.5655 -1.6609 -8.7376 -0.06
O 0.1412 -2.9771 -8.6734 -0.33
C -1.1020 -3.1121 -8.0371 -0.09
C -1.4502 -4.6031 -8.0270 -1.14
H 2.5268 -2.2519 -9.2631 0.30
H 1.6105 -2.0318 -10.6632 0.35
H 2.2208 -0.5658 -9.8574 0.33
H 0.9248 -1.3762 -7.7922 0.30
H -0.2251 -0.9920 -9.1702 0.20
H -1.0305 -2.8454 -7.0174 0.30
H -1.8820 -2.4524 -8.5039 0.18
H -1.3691 -5.0031 -8.9894 0.38
H -2.4349 -4.6848 -7.5438 0.37
H -0.8248 -5.0968 -7.2487 0.20
C 5.3632 -2.3552 0.9355 -0.89
C 5.5812 -0.9463 0.3479 -0.62
O 4.4349 -0.1815 0.4855 -0.13
C 4.5908 1.2141 0.4923 0.23
C 4.7600 1.7893 -0.9774 -1.13
H 5.4711 -2.4035 2.0241 0.24
H 4.3408 -2.6784 0.7426 0.10
H 6.0770 -2.9735 0.3590 0.38
H 6.4143 -0.4425 0.8948 0.35
H 5.8971 -1.0585 -0.6619 0.52
H 3.6448 1.6284 0.8522 -0.35
H 5.4076 1.4898 1.1834 0.43
H 4.9080 2.8954 -0.9639 0.23
H 3.8723 1.6591 -1.5499 0.19
H 5.6502 1.3615 -1.4728 0.41
C 0.0642 7.5297 1.3210 -1.15
C 0.9615 7.0530 0.1921 -0.03
O 2.2009 6.6797 0.6452 -0.31
C 3.1039 6.5290 -0.4662 0.03
C 4.4037 6.0174 0.0600 -1.18
H 0.4388 8.4613 1.7356 0.35
H -0.9347 7.6748 0.9490 0.40
H 0.0280 6.8003 2.1007 0.10
H 0.4348 6.2574 -0.3648 0.15
H 1.0639 7.9108 -0.5021 0.34
H 2.6663 5.8172 -1.2364 0.13
H 3.3529 7.4808 -0.9391 0.34
H 5.1681 5.8815 -0.6880 0.41
H 4.2277 5.1305 0.6837 0.13
H 4.9323 6.7894 0.7059 0.34
```

---

This record from OMol25 describes 11 unconnected molecules or ions with the total composition C32H83BFNO13S10 in a non-equilibrium geometry. The level of theory is wB97M-V/def2-TZVPD.

Its multiplicity is 1. The HOMO-LUMO gap is 8.61 eV. As for the net charge: 0. The calculation puts the largest force on an atom at 0.027 Eh/bohr. For the energy relative to the best compared isomer or geometry (same formula, charge and spin), the calculation gives 0.0 kJ/mol.

Geometry as XYZ:
```
141
Properties=species:S:1:pos:R:3:mulliken_charge:R:1
C -3.5753 5.4220 -1.0564 -0.80
O -4.0653 4.5749 -2.0764 -0.46
C -3.0785 4.1635 -3.0076 -0.39
C -2.4415 2.7874 -2.7026 -0.61
C -3.2521 1.8924 -1.7697 0.23
C -3.0298 2.1688 -0.2759 -0.51
C -3.3545 0.9726 0.6317 -0.74
C -2.5834 1.0256 1.9647 -1.15
C -1.5081 -0.0557 2.1702 0.17
C -0.8341 -0.5557 0.8984 0.17
C 0.4372 -1.3860 1.1866 -0.80
B 1.6221 -0.3916 1.3527 0.18
C 2.2752 -0.0837 2.7640 0.41
O 3.1243 -0.8207 3.2390 -0.58
N 1.7964 1.0247 3.5821 -0.07
C 2.1756 2.2781 3.1554 0.59
O 2.4735 2.6476 2.0546 -0.47
F 2.1573 3.1351 4.2063 -0.20
H -3.7526 6.4714 -1.3082 0.28
H -4.1167 5.2070 -0.1364 0.29
H -2.5078 5.2722 -0.8921 0.35
H -2.2861 4.9065 -3.0924 0.47
H -3.5627 4.1221 -3.9830 0.17
H -1.4388 2.9317 -2.2992 0.31
H -2.3085 2.2783 -3.6578 0.19
H -2.9438 0.8561 -1.9440 -0.27
H -4.3162 1.9424 -2.0040 0.31
H -1.9773 2.4310 -0.1506 0.35
H -3.6571 3.0032 0.0244 0.17
H -3.2132 0.0339 0.1004 0.28
H -4.4197 1.0230 0.8671 0.48
H -2.1204 2.0112 2.0450 0.49
H -3.2749 0.9519 2.8029 0.35
H -1.9468 -0.8811 2.7232 0.17
H -0.7488 0.3653 2.8366 -0.05
H -1.5368 -1.2023 0.3702 0.21
H -0.6185 0.2719 0.2177 0.18
H 0.6563 -1.9860 0.3003 0.21
H 0.2920 -2.0407 2.0458 0.21
H 2.0596 0.1513 0.3962 -0.27
H 2.0763 0.8601 4.5459 0.30
C 2.9875 6.0393 4.8955 -0.94
S 2.4873 5.9065 6.6152 0.55
O 1.3332 6.8204 6.8047 -0.63
C 3.9304 6.7461 7.2859 -0.91
H 2.1996 5.6121 4.2828 0.26
H 3.1303 7.0887 4.6371 0.40
H 3.9093 5.4779 4.7432 0.32
H 4.0020 7.7446 6.8550 0.29
H 4.8248 6.1648 7.0616 0.33
H 3.8005 6.8178 8.3636 0.31
C 3.8642 -0.0493 -3.5905 -0.90
S 3.4049 0.2632 -1.8853 0.62
O 2.3778 1.3388 -1.8942 -0.62
C 4.9558 1.0153 -1.3917 -1.08
H 3.0065 -0.4939 -4.0907 0.33
H 4.1315 0.8917 -4.0727 0.31
H 4.6969 -0.7512 -3.6152 0.22
H 5.1548 1.8867 -2.0166 0.39
H 5.7647 0.2929 -1.4802 0.48
H 4.8520 1.3234 -0.3520 0.15
C -0.6409 5.9301 -7.6420 -1.05
S -1.6534 4.9397 -6.5336 0.56
O -0.9087 4.8333 -5.2513 -0.59
C -1.4311 3.3851 -7.3960 -0.97
H -0.6113 6.9437 -7.2482 0.34
H 0.3671 5.5169 -7.6772 0.29
H -1.0907 5.9345 -8.6349 0.38
H -0.3695 3.1412 -7.4415 0.36
H -1.8531 3.4567 -8.3979 0.40
H -1.9603 2.6127 -6.8436 0.28
C -0.9201 -0.4640 -10.3689 -0.95
S -2.0594 -0.8258 -9.0254 0.43
O -2.4796 0.4817 -8.4515 -0.56
C -0.8402 -1.5074 -7.9046 -0.69
H -1.4837 0.0184 -11.1648 0.33
H -0.1380 0.2051 -10.0097 0.28
H -0.4899 -1.3954 -10.7364 0.36
H -0.0581 -0.7713 -7.7200 0.30
H -0.4188 -2.4172 -8.3326 0.41
H -1.3350 -1.7438 -6.9659 0.07
C -3.5408 -4.2524 4.5469 -0.91
S -4.6159 -2.8976 4.0791 0.36
O -3.7213 -1.7241 3.8499 -0.57
C -5.3715 -2.6713 5.6881 -0.94
H -2.9414 -4.5196 3.6820 0.31
H -2.8857 -3.9346 5.3545 0.27
H -4.1401 -5.1092 4.8541 0.46
H -4.5956 -2.4631 6.4258 0.34
H -5.9320 -3.5669 5.9563 0.34
H -6.0519 -1.8245 5.6219 0.34
C -9.1952 -5.4083 8.4378 -0.94
S -9.2822 -5.0418 6.6810 0.41
O -7.8874 -4.8090 6.2231 -0.55
C -10.0419 -3.4240 6.8620 -0.93
H -8.7015 -6.3709 8.5499 0.31
H -8.6169 -4.6344 8.9423 0.30
H -10.2042 -5.4637 8.8462 0.38
H -9.4039 -2.7896 7.4772 0.29
H -11.0269 -3.5351 7.3150 0.38
H -10.1423 -2.9938 5.8680 0.31
C -2.7845 -1.6836 -3.5376 -1.19
S -0.9950 -1.7965 -3.4337 0.70
O -0.5091 -2.1441 -4.7986 -0.62
C -0.9462 -3.3121 -2.4711 -1.04
H -3.0256 -0.8107 -4.1412 0.29
H -3.1797 -2.5839 -4.0089 0.43
H -3.1968 -1.5589 -2.5361 0.40
H -1.4645 -4.1047 -3.0111 0.39
H -1.4128 -3.1367 -1.5012 0.31
H 0.0997 -3.5796 -2.3338 0.32
C 1.4247 -4.7415 4.5962 -0.88
S 0.4386 -6.1346 5.1579 0.37
O -0.9857 -5.7487 4.9697 -0.52
C 0.8010 -5.9314 6.9061 -0.95
H 1.2986 -4.6602 3.5188 0.26
H 1.0736 -3.8294 5.0786 0.27
H 2.4740 -4.9219 4.8291 0.44
H 0.4960 -4.9353 7.2264 0.30
H 1.8674 -6.0806 7.0743 0.37
H 0.2353 -6.6843 7.4504 0.33
C 7.8992 2.3266 1.1971 -0.75
S 8.3791 2.2434 -0.5323 0.54
O 8.1489 0.8438 -0.9786 -0.58
C 10.1464 2.4007 -0.2485 -1.01
H 6.8189 2.2072 1.2468 0.14
H 8.3871 1.5230 1.7485 0.31
H 8.1787 3.2989 1.6025 0.36
H 10.4818 1.5951 0.4042 0.31
H 10.3567 3.3722 0.1985 0.38
H 10.6431 2.3262 -1.2132 0.33
C 5.6501 -4.8782 -5.4716 -0.97
S 5.1903 -4.5797 -3.7599 0.44
O 4.1567 -3.5134 -3.7740 -0.49
C 6.7366 -3.7960 -3.2838 -0.94
H 4.7931 -5.3264 -5.9693 0.31
H 5.9024 -3.9319 -5.9498 0.29
H 6.4956 -5.5653 -5.5055 0.39
H 6.9140 -2.9263 -3.9166 0.27
H 7.5518 -4.5132 -3.3786 0.41
H 6.6432 -3.4831 -2.2461 0.29
```

---

no.,total energy (eV)
1,-98375.7994
2,-174375.3808